1.
Below is a molecular structure, C44H46N7O2Re at a distorted geometry, with properties calculated with wB97M-V/def2-TZVPD.

Geometry as XYZ:
```
100
Properties=species:S:1:pos:R:3:forces:R:3
Re -0.964233 1.161973 0.149059 2.402 -3.385 -0.053
C 3.699267 -1.328027 -4.372841 0.000 -0.106 -0.130
C 3.047067 -0.681727 -3.197341 -0.069 0.239 0.124
C 3.482367 -0.890527 -1.891841 -0.170 0.049 -0.101
C 2.844767 -0.289427 -0.827841 -0.211 0.217 -0.099
C 1.741667 0.558973 -1.007641 0.327 -0.246 -0.826
N 1.097367 1.143473 0.084759 -2.288 0.290 -0.373
C 1.911367 1.699373 1.052159 0.486 0.466 1.011
C 3.185067 2.181373 0.685059 -0.299 0.022 0.002
C 4.058667 2.742673 1.577959 -0.130 -0.003 0.253
C 3.696767 2.895273 2.915059 -0.160 -0.107 -0.113
C 4.638167 3.523273 3.890559 0.041 0.110 0.053
C 2.429567 2.489273 3.291759 0.105 0.036 -0.128
C 1.533167 1.883673 2.407459 0.754 0.095 -0.993
N 0.287567 1.484873 2.933559 -0.237 -0.140 0.529
C -0.002433 1.381873 4.250859 -0.418 -0.208 -0.079
C -1.338733 1.089173 4.373259 0.038 0.016 -0.151
C -1.813433 1.005273 3.067159 0.158 -0.003 0.379
N -0.819933 1.226873 2.212059 -0.645 0.118 -0.149
C 1.312467 0.765373 -2.331041 0.540 -0.595 0.642
C 1.958567 0.152573 -3.394741 0.027 -0.164 0.162
N 0.239667 1.622173 -2.629641 0.178 0.454 -0.318
C 0.162367 2.452473 -3.685841 -0.373 0.230 0.042
C -1.075233 3.056373 -3.650541 0.073 -0.140 0.036
C -1.703033 2.519873 -2.530541 0.111 0.064 -0.343
N -0.889433 1.661573 -1.914441 -0.762 -0.138 0.265
H 4.665267 -1.749927 -4.112641 0.076 -0.042 -0.013
H 3.834467 -0.604627 -5.174141 0.083 -0.009 -0.089
H 3.065767 -2.127027 -4.756941 0.033 -0.096 -0.061
H 4.316367 -1.549027 -1.707641 0.148 -0.078 0.034
H 3.206167 -0.461727 0.175459 -0.007 -0.025 0.091
H 3.471867 2.103573 -0.351541 0.048 -0.006 -0.055
H 5.027267 3.079573 1.243259 0.129 0.047 -0.067
H 5.660867 3.229073 3.663259 0.064 0.035 0.072
H 4.410567 3.231973 4.913659 0.017 0.017 0.041
H 4.579267 4.611073 3.822959 0.060 0.022 0.063
H 2.134567 2.669173 4.312159 -0.043 0.017 0.094
H 0.735067 1.482373 5.016859 0.187 0.058 0.069
H -1.889333 0.953373 5.278359 -0.124 -0.065 0.234
H -2.796333 0.776473 2.700259 -0.103 -0.049 -0.094
H 1.589567 0.308573 -4.397141 -0.086 0.021 -0.117
H 0.974667 2.580573 -4.370741 0.209 -0.084 -0.085
H -1.463033 3.781973 -4.334441 -0.088 0.109 -0.149
H -2.693833 2.721373 -2.165641 -0.078 -0.065 0.163
O -4.660533 2.941073 0.603659 0.283 -0.015 0.027
C -3.495733 2.619673 0.496459 -0.726 1.485 0.227
O -3.037433 1.441173 0.353959 1.079 -0.801 -0.533
C -2.417233 3.713273 0.502159 -0.754 0.190 0.094
C -2.760733 5.053673 0.607559 0.126 -0.251 -0.039
C -1.751933 6.001673 0.574059 0.125 -0.213 -0.044
C -0.438333 5.570373 0.433959 -0.191 -0.134 -0.029
C -0.185333 4.214473 0.337259 0.646 0.314 -0.055
N -1.152533 3.302473 0.372659 -0.397 -0.215 0.091
H -3.806833 5.308673 0.696359 -0.016 -0.040 0.028
H -1.978333 7.052873 0.642659 -0.046 0.142 0.024
H 0.382567 6.267773 0.383859 0.065 0.034 0.029
H 0.825767 3.847473 0.223159 0.011 -0.038 -0.005
C -4.243533 0.006573 -3.775241 0.079 0.097 0.006
C -3.450133 -1.003327 -3.004541 -0.054 -0.449 -0.191
C -3.401433 -2.331227 -3.423341 0.154 0.178 0.354
C -2.721633 -3.261227 -2.647741 -0.123 0.239 -0.123
C -2.725033 -4.721627 -2.978441 0.013 -0.036 -0.006
C -2.026933 -2.852727 -1.526841 0.044 0.387 0.147
C -1.942633 -1.492827 -1.120041 -1.390 -0.659 -1.873
C -2.761133 -0.614027 -1.873241 0.173 -0.192 0.377
N -1.138233 -1.011427 -0.128241 0.808 3.751 1.471
C -0.456933 -2.025027 0.697259 0.101 -0.257 0.432
C 0.585867 -2.798727 -0.145541 -0.058 -0.069 -0.087
C 1.157467 -3.962227 0.657459 0.182 -0.125 -0.082
C 1.983267 -3.389527 1.803759 -0.106 -0.006 0.013
C 1.060267 -2.545627 2.676259 0.138 -0.021 0.176
C 0.003867 -3.454427 3.297359 0.032 0.001 -0.090
C -0.846833 -4.032427 2.171259 -0.170 -0.162 0.150
C 0.034967 -4.838727 1.216559 0.008 0.037 -0.005
C -1.522133 -2.893627 1.413359 0.090 -0.160 -0.099
C 0.367367 -1.445927 1.861259 0.019 -0.051 0.005
H -4.921133 -0.475527 -4.473541 -0.084 0.011 -0.058
H -3.573933 0.654173 -4.343641 -0.020 0.073 -0.080
H -4.820533 0.633873 -3.100241 -0.121 0.097 0.031
H -3.927133 -2.646527 -4.310841 -0.108 -0.028 -0.143
H -3.240933 -4.911327 -3.914141 -0.034 -0.097 -0.091
H -3.221633 -5.280827 -2.186841 -0.072 -0.109 0.002
H -1.705633 -5.097527 -3.052841 0.038 -0.091 -0.076
H -1.564133 -3.652527 -0.981141 0.121 0.086 0.041
H -2.923733 0.387473 -1.520041 0.049 -0.007 -0.029
H 1.386467 -2.096227 -0.382741 -0.076 -0.062 -0.007
H 0.199967 -3.145927 -1.097241 0.055 0.032 0.022
H 1.797167 -4.564127 0.002559 -0.041 0.039 0.041
H 2.798767 -2.781127 1.406759 0.103 0.011 -0.017
H 2.415467 -4.195227 2.399259 0.117 -0.010 0.042
H 1.644367 -2.062627 3.469459 -0.054 -0.010 -0.059
H -0.626333 -2.886927 3.984859 -0.045 0.009 0.092
H 0.483867 -4.256527 3.859459 0.021 -0.033 0.099
H -1.621333 -4.683527 2.591559 0.064 0.040 -0.037
H -0.570833 -5.237827 0.400359 -0.031 -0.095 -0.057
H 0.467967 -5.686627 1.748659 0.011 -0.106 0.006
H -2.048633 -2.242627 2.116059 -0.058 0.070 0.023
H -2.275433 -3.290527 0.740759 0.008 0.030 0.054
H 1.119767 -0.756927 1.485759 0.014 0.090 0.011
H -0.300933 -0.935927 2.546859 0.006 0.119 0.025
```
Positions in Å, forces in eV/Å.

## Properties
Spin multiplicity = 2
E_tot = -2316.21377 hartree
LUMO energy (alpha / beta) = -0.1456 / -0.1480 hartree
Net charge = +1

Here are the Löwdin charges for atoms 1 to 2, given in e: 1.63 -0.04

2.
Below is a molecular structure, C44H47Cl2LaN4O2PS2 at a distorted geometry, with properties calculated with wB97M-V/def2-TZVPD.

Geometry as XYZ:
```
103
Properties=species:S:1:pos:R:3:forces:R:3
La 0.097448 -0.614450 -0.390574 0.093 0.913 -0.975
C -1.315252 1.804350 -2.751774 0.032 -0.149 0.196
C 0.112848 2.229850 -2.670774 0.036 -0.254 0.139
C 0.498048 3.435650 -3.293074 0.282 0.255 -0.063
C 1.811648 3.798850 -3.301674 -0.212 -0.144 -0.053
C 2.778648 2.943550 -2.734274 -0.310 -0.373 0.142
C 4.149848 3.237250 -2.784874 0.394 -0.037 0.082
C 5.056848 2.356550 -2.244374 -0.091 0.587 -0.275
C 4.621348 1.196450 -1.623974 -0.586 -0.216 0.078
C 3.271348 0.857150 -1.540874 0.390 0.137 -0.053
S 2.861948 -0.635150 -0.789874 0.460 -0.426 -0.049
C 2.308548 1.744450 -2.120374 0.884 0.475 -0.221
N 0.987348 1.436750 -2.078974 -0.564 -0.018 0.060
H -1.980352 2.663750 -2.792574 -0.102 0.113 0.144
H -1.595252 1.148950 -1.917274 -0.108 0.208 -0.186
H -1.430852 1.223250 -3.679374 -0.055 0.080 0.286
H -0.257652 4.059950 -3.749074 -0.054 0.015 -0.010
H 2.135948 4.721950 -3.763574 0.001 0.091 -0.039
H 4.473548 4.156650 -3.251774 0.024 0.072 -0.083
H 6.116948 2.563650 -2.301874 0.061 0.059 0.021
H 5.330948 0.512050 -1.187174 0.090 -0.097 0.027
Cl -3.676852 -7.224950 -1.475374 -0.129 -0.311 -0.090
C -3.176352 -5.596450 -1.153174 0.077 0.162 0.013
C -3.994852 -4.766050 -0.400074 0.209 -0.112 -0.120
C -3.568952 -3.489050 -0.121674 0.300 0.170 -0.053
Cl -4.579752 -2.483750 0.849126 -0.253 0.212 0.192
C -2.326552 -2.949250 -0.558174 -0.484 -1.108 -0.204
O -1.980652 -1.746950 -0.281674 0.050 0.028 -0.051
C -1.527052 -3.858750 -1.318174 -0.514 0.323 0.430
C -0.177552 -3.475650 -1.723874 0.442 -0.605 -0.303
O 0.585848 -2.804150 -1.009374 0.037 -1.263 -0.056
C -1.960552 -5.145750 -1.619574 0.023 0.197 0.107
H -4.947152 -5.112950 -0.024974 0.003 -0.015 -0.009
H 0.239748 -4.043650 -2.569174 -0.010 0.075 0.141
H -1.315052 -5.798050 -2.189174 0.015 -0.077 -0.101
C -3.446152 0.704950 1.356026 0.180 0.038 -0.188
C -2.823452 2.040350 0.956626 0.282 -0.033 0.017
C -3.518252 3.181650 1.689826 0.163 -0.004 -0.173
P -0.961552 1.771650 1.098026 -0.636 1.323 0.546
C -0.077152 3.428150 0.916126 -0.091 -0.362 -0.081
C 1.411148 3.074950 0.912626 -0.062 -0.130 -0.150
C -0.299752 4.544550 1.932026 -0.131 -0.155 -0.138
C -0.640552 1.275750 2.809826 0.082 -0.243 -0.218
C -1.060652 2.038550 3.897626 0.121 -0.158 0.151
C -0.791852 1.680450 5.204426 -0.054 0.133 0.106
C -1.258352 2.514450 6.363026 -0.016 -0.149 -0.016
C -0.078052 0.498850 5.416926 -0.147 0.250 -0.083
C 0.338548 -0.280750 4.373426 0.063 -0.160 -0.170
C 0.080848 0.060850 3.017826 -0.372 0.616 0.884
N 0.483748 -0.710850 2.001726 0.132 -0.089 -0.250
C 1.320348 -1.811650 2.301426 0.190 -0.209 0.250
C 0.786048 -3.104750 2.407226 -0.076 0.239 -0.072
C -0.702452 -3.299750 2.379826 0.103 0.050 -0.163
C 1.638248 -4.178750 2.607026 0.167 0.004 0.033
C 3.007048 -4.001550 2.751626 -0.129 -0.068 0.008
C 3.905448 -5.176850 3.006526 -0.059 0.069 0.069
C 3.512048 -2.710950 2.722326 -0.025 -0.075 0.016
C 2.694648 -1.613450 2.516726 -0.129 0.151 -0.092
C 3.253848 -0.222650 2.573826 -0.111 -0.019 -0.016
H -4.515352 0.704750 1.148826 -0.100 -0.021 -0.046
H -3.300452 0.522050 2.420226 0.001 -0.024 0.091
H -2.987052 -0.115050 0.803626 -0.190 -0.092 0.093
H -2.987152 2.198050 -0.120674 0.110 -0.092 0.121
H -3.396052 3.102750 2.765026 0.006 0.016 0.149
H -4.586952 3.122450 1.480026 -0.098 0.036 -0.016
H -3.165052 4.154050 1.357226 -0.014 0.127 0.025
H -0.368652 3.792350 -0.080274 0.051 -0.117 0.057
H 1.728348 2.784650 1.914126 0.023 -0.012 0.098
H 2.011948 3.923650 0.589126 0.092 0.091 -0.018
H 1.621648 2.239250 0.246326 0.125 0.031 0.023
H 0.019748 4.226050 2.920326 0.038 0.007 0.117
H -1.332152 4.872250 1.984226 -0.133 0.048 0.073
H 0.306648 5.403350 1.644526 0.084 0.100 -0.013
H -1.610752 2.949550 3.717826 -0.028 0.096 0.008
H -1.596352 3.493150 6.028426 -0.034 0.093 0.021
H -0.452452 2.653450 7.083126 0.009 0.090 0.105
H -2.086352 2.027350 6.882526 -0.055 0.064 0.089
H 0.149448 0.195450 6.430026 0.035 -0.061 0.136
H 0.882048 -1.193350 4.568926 0.057 -0.082 0.056
H -1.135852 -2.996550 3.335126 -0.057 0.027 0.034
H -0.955552 -4.343050 2.200226 -0.054 -0.057 -0.022
H -1.156752 -2.677950 1.610326 -0.110 -0.099 0.158
H 1.221648 -5.176650 2.665826 -0.048 -0.098 -0.007
H 3.507248 -6.076050 2.543826 0.007 -0.123 -0.040
H 3.988948 -5.358450 4.079326 0.060 -0.084 0.055
H 4.903848 -4.995950 2.618926 0.142 -0.023 -0.050
H 4.572248 -2.552950 2.864926 0.161 0.026 0.006
H 4.340148 -0.245850 2.580926 0.125 0.012 -0.013
H 2.907748 0.287450 3.475026 -0.007 0.043 0.070
H 2.920248 0.354750 1.713026 0.046 0.037 0.014
C -1.430952 1.675850 -6.913974 0.065 -0.110 -0.076
C -1.119552 0.256750 -6.538874 -0.021 -0.198 -0.361
C -0.935152 -0.742850 -7.490574 -0.003 -0.037 0.139
C -0.717952 -2.021450 -6.991774 -0.034 0.257 -0.266
N -0.681352 -2.300150 -5.706874 0.119 -0.436 0.106
C -0.861352 -1.279950 -4.857574 -0.040 0.168 0.071
S -0.942052 -1.584950 -3.175574 -0.249 0.088 0.013
N -1.069652 -0.011050 -5.247674 0.024 0.101 -0.119
H -1.613752 1.760550 -7.982474 -0.008 0.087 -0.069
H -0.605952 2.331150 -6.638574 0.063 0.047 0.028
H -2.313552 2.001750 -6.367974 -0.057 0.065 0.021
H -0.974552 -0.543050 -8.549474 -0.017 0.024 -0.092
H -0.585052 -2.866850 -7.658774 0.042 0.000 -0.105
```
Positions in Å, forces in eV/Å.

## Properties
E_tot = -4164.36716 hartree
LUMO energy = 0.0844 hartree
Net charge = -1

Here are the Löwdin charges for atoms 1 to 2, given in e: 1.66 -0.07